# 1
{"formula": "C10H11N3", "method": "wB97M-V/def2-TZVPD", "gap_ev": [7.1, 7.1], "e_tot_ev": -15013.6132, "symbols": ["C", "C", "C", "C", "C", "C", "C", "C", "C", "C", "N", "N", "N", "H", "H", "H", "H", "H", "H", "H", "H", "H", "H", "H"], "xyz": [[0.0866, -0.8724, -3.2247], [0.0222, -2.1214, -2.6812], [0.2843, 0.3036, -2.5774], [0.2097, -2.2019, -1.2932], [0.5651, 0.2105, -1.2289], [0.5719, -1.0777, -0.6079], [1.2328, -0.6166, 1.8566], [0.4011, 0.4010, 2.5294], [0.5465, 1.3461, -0.2708], [-1.7869, 1.4580, 2.5278], [0.9140, -1.1325, 0.7021], [-0.6241, 0.9764, 1.8340], [-0.5974, 1.2523, 0.6126], [-0.1334, -0.8255, -4.3074], [-0.2889, -3.0511, -3.2473], [0.2552, 1.2816, -3.0434], [0.4419, -3.2057, -0.7845], [2.1310, -0.9300, 2.3744], [0.0784, 0.0579, 3.5009], [1.5149, 1.3537, 0.1950], [0.4920, 2.4215, -0.5808], [-1.8261, 2.5383, 2.2696], [-2.7682, 1.2454, 1.9045], [-1.7227, 1.1885, 3.5408]], "atomic_forces_ev_per_a": [[-1.0873, -0.7276, -4.2313], [-0.7611, -1.2789, 1.2810], [0.9173, 0.6363, 1.8709], [1.4875, -2.8554, -0.3542], [-1.1247, -0.2493, -0.1756], [-0.3384, 2.0126, 0.6907], [-2.1975, 0.6579, -3.1421], [-0.5288, -1.1093, 0.0884], [0.6804, 1.0530, 0.7866], [-2.6581, 1.6125, -3.1274], [2.2414, 0.0109, 2.6606], [2.7364, -1.0485, -0.4473], [-1.7599, 0.9377, -0.8513], [0.1841, 0.0994, 0.5228], [0.6638, 1.4242, 0.5191], [-0.1025, -0.1964, -0.1962], [-0.9404, 1.5836, -0.7384], [-0.0290, -0.4616, 0.2432], [0.2957, 0.5664, 0.5425], [0.5780, -0.2962, 1.1387], [-0.2381, -1.1414, -0.9817], [0.4856, -0.3183, 1.1635], [1.9708, -0.7603, 1.5779], [-0.4752, -0.1514, 1.1598]]}

# 2
{"formula": "C10H11N3O2", "method": "wB97M-V/def2-TZVPD", "smiles": "O=[N+]([O-])c1ccccc1.CC#N.CC#N", "gap_ev": 9.2, "e_tot_ev": -19108.1532, "symbols": ["C", "C", "N", "H", "H", "H", "C", "C", "N", "H", "H", "H", "C", "C", "C", "C", "C", "C", "N", "O", "O", "H", "H", "H", "H", "H"], "xyz": [[-1.4854, -0.9076, 1.6308], [-0.1085, -1.0135, 2.1734], [0.9229, -1.0197, 2.6230], [-1.5533, 0.1263, 1.2923], [-2.1966, -1.1974, 2.4043], [-1.3806, -1.5598, 0.7638], [2.5236, -0.4272, 0.7381], [1.9330, -1.7445, 0.6117], [1.4363, -2.7784, 0.4176], [2.9901, -0.1527, -0.2080], [3.3279, -0.4909, 1.4711], [1.7878, 0.3352, 0.9938], [1.0519, 1.7188, -1.0760], [1.0379, 0.2726, -1.2039], [-0.1439, -0.3589, -1.2303], [-1.3361, 0.3200, -1.0467], [-1.3218, 1.7326, -0.9852], [-0.1070, 2.3747, -0.9829], [-2.6391, -0.3395, -0.9539], [-3.6913, 0.3046, -1.0624], [-2.6134, -1.5703, -0.9710], [1.9756, 2.2783, -1.0699], [1.9953, -0.2255, -1.2451], [-0.0713, -1.4364, -1.2302], [-2.2257, 2.3049, -0.8376], [-0.1082, 3.4542, -1.0170]], "atomic_forces_ev_per_a": [[2.2809, -0.2943, 0.4017], [-3.6773, 0.6843, 0.0467], [1.9578, 0.0052, 2.1795], [-0.5219, -0.1300, 0.2776], [-0.0928, -0.0159, -0.4239], [-0.9790, -0.1801, 0.2107], [1.8314, 0.0546, 0.4837], [-0.6326, -2.0145, -1.0572], [1.0471, 1.4905, 0.0061], [0.6154, -0.1378, 0.8068], [-0.2266, 0.1685, 0.3198], [0.4351, -0.3350, 0.1183], [1.5993, -2.8868, -0.4834], [0.8923, 3.8185, -0.9296], [-0.8592, -2.0673, 0.4745], [-0.3837, 2.9804, -0.1925], [-0.8131, -1.8397, 0.4735], [-1.1178, 1.7286, -0.4410], [-1.3306, -1.2094, -2.0695], [1.7322, -0.2964, 0.7372], [-0.0505, 0.9151, 0.3172], [0.2036, -0.1386, -0.0101], [-1.1739, -0.0769, -1.1059], [-0.5813, -0.1666, -0.2742], [-0.1615, -0.2087, -0.1895], [0.0067, 0.1523, 0.3236]]}

# 3
{"formula": "C10H11N4", "method": "wB97M-V/def2-TZVPD", "smiles": "[NH2+]=C=N/C=C\\N=C/Nc1ccccc1", "total_charge": 1, "gap_ev": 7.8, "e_tot_ev": -16498.9305, "symbols": ["C", "C", "C", "C", "C", "C", "C", "C", "C", "C", "N", "N", "N", "N", "H", "H", "H", "H", "H", "H", "H", "H", "H", "H", "H"], "xyz": [[-3.4899, -1.2679, -1.9806], [-2.2941, -2.0241, -2.0064], [-3.5182, -0.0897, -1.3040], [-1.1669, -1.6538, -1.2766], [-2.3613, 0.4003, -0.6603], [2.5410, 1.6511, -0.0973], [3.6895, 1.1515, 0.5302], [0.2464, 1.2804, 0.3586], [-1.2235, -0.3532, -0.6823], [2.6869, -0.0060, 2.3696], [1.3793, 1.7706, 0.4794], [3.4701, 0.5286, 1.6651], [1.9890, -0.4256, 3.3980], [0.0292, 0.1317, -0.2150], [-4.2688, -1.4745, -2.7480], [-2.3812, -3.0692, -2.4333], [-4.3174, 0.6287, -1.4824], [-0.1268, -1.9820, -1.2998], [-2.3958, 1.3527, -0.2578], [2.6723, 2.0100, -1.0823], [4.7100, 1.2891, 0.2194], [-0.3842, 1.6795, 1.0783], [1.7017, 0.2237, 4.1318], [2.0397, -1.4239, 3.8453], [0.7728, -0.3279, -0.5494]], "atomic_forces_ev_per_a": [[0.4864, -0.5102, -1.5862], [-0.3715, -2.4114, 0.6606], [0.6000, 1.5058, -0.0979], [-0.5161, 2.6428, -0.1980], [-0.8989, -1.7350, -0.7645], [2.5532, -0.7821, 0.2854], [-0.9859, 1.3138, -2.3063], [0.1454, -0.5986, 1.2104], [0.3028, -1.3308, -0.2232], [0.7362, -0.0454, 1.3004], [2.2846, 1.4847, 0.7009], [-1.4253, -1.5941, 2.4899], [0.1139, -1.9250, 1.3742], [-4.3741, 0.3172, 0.1376], [0.4317, -0.2351, 1.0971], [0.5008, 1.5214, 0.0711], [-0.1268, -0.3819, 0.4257], [-0.6557, -1.1789, -0.3014], [0.0718, 1.7733, 0.7555], [0.0725, 0.7745, -1.0347], [-0.0924, 0.0331, -0.2748], [-2.4749, 0.7699, 0.4397], [0.2252, 0.2512, -0.5343], [0.0167, 2.2377, -1.9862], [3.3805, -1.8966, -1.6409]]}

# 4
{"formula": "C10H11NO", "method": "wB97M-V/def2-TZVPD", "gap_ev": [6.7, 6.3], "e_tot_ev": -14081.5582, "symbols": ["C", "C", "C", "C", "C", "C", "C", "C", "C", "C", "N", "O", "H", "H", "H", "H", "H", "H", "H", "H", "H", "H", "H"], "xyz": [[1.3775, 2.0488, 0.9512], [0.4380, 2.8690, 0.0874], [1.3211, 0.6967, 0.7764], [-0.6600, 2.3185, -0.3509], [0.3828, 0.0429, -0.0464], [-0.7872, 0.7886, -0.3480], [-0.1444, -2.0165, -1.4511], [-2.6272, -0.7252, -0.0622], [0.7186, -1.2721, -0.4746], [1.8929, -2.0519, 0.0213], [-2.0138, 0.3485, -0.5280], [-0.3076, -3.2315, -1.3404], [2.1820, 2.6272, 1.4465], [0.8202, 3.8654, -0.1709], [2.0867, 0.0316, 1.1551], [-1.3440, 2.9158, -0.8809], [-0.3754, -1.4670, -2.3224], [-3.6487, -0.7148, -0.2730], [-1.9254, -1.4930, 0.2114], [1.6044, -3.0874, -0.2124], [1.9724, -1.8555, 1.0979], [2.8305, -1.7183, -0.4332], [-2.5078, 1.1791, -0.9028]], "atomic_forces_ev_per_a": [[-0.6192, 0.7760, -2.1228], [3.7647, 0.2434, 2.5570], [1.4980, 1.4102, 0.9648], [-0.4493, -3.8101, -0.9745], [-0.0876, -2.0624, -0.8315], [2.2997, 3.3596, 0.1337], [2.1715, -1.3440, 2.1850], [1.1300, 0.1191, -0.7066], [-1.8399, 1.0570, -0.3599], [-0.7557, 0.2480, 0.4714], [-1.3022, 1.7204, -0.3803], [-0.3611, 1.2019, -0.5825], [-0.5470, -0.8906, -0.1306], [-0.8327, -0.1540, 0.4247], [0.0988, 0.4350, 0.4153], [-1.1478, 0.4230, -0.7930], [-1.2204, 0.7280, -1.3162], [-1.3382, -0.8205, 0.0313], [-0.7201, -0.5287, 0.3809], [0.8163, 0.1793, 0.3825], [0.2298, -0.6576, -0.0843], [-0.0565, -0.3048, -0.1312], [-0.7310, -1.3281, 0.4667]]}

What did the third record say?
{"formula": "C10H11N4", "method": "wB97M-V/def2-TZVPD", "smiles": "[NH2+]=C=N/C=C\\N=C/Nc1ccccc1", "total_charge": 1, "gap_ev": 7.8, "e_tot_ev": -16498.9305, "symbols": ["C", "C", "C", "C", "C", "C", "C", "C", "C", "C", "N", "N", "N", "N", "H", "H", "H", "H", "H", "H", "H", "H", "H", "H", "H"], "xyz": [[-3.4899, -1.2679, -1.9806], [-2.2941, -2.0241, -2.0064], [-3.5182, -0.0897, -1.3040], [-1.1669, -1.6538, -1.2766], [-2.3613, 0.4003, -0.6603], [2.5410, 1.6511, -0.0973], [3.6895, 1.1515, 0.5302], [0.2464, 1.2804, 0.3586], [-1.2235, -0.3532, -0.6823], [2.6869, -0.0060, 2.3696], [1.3793, 1.7706, 0.4794], [3.4701, 0.5286, 1.6651], [1.9890, -0.4256, 3.3980], [0.0292, 0.1317, -0.2150], [-4.2688, -1.4745, -2.7480], [-2.3812, -3.0692, -2.4333], [-4.3174, 0.6287, -1.4824], [-0.1268, -1.9820, -1.2998], [-2.3958, 1.3527, -0.2578], [2.6723, 2.0100, -1.0823], [4.7100, 1.2891, 0.2194], [-0.3842, 1.6795, 1.0783], [1.7017, 0.2237, 4.1318], [2.0397, -1.4239, 3.8453], [0.7728, -0.3279, -0.5494]], "atomic_forces_ev_per_a": [[0.4864, -0.5102, -1.5862], [-0.3715, -2.4114, 0.6606], [0.6000, 1.5058, -0.0979], [-0.5161, 2.6428, -0.1980], [-0.8989, -1.7350, -0.7645], [2.5532, -0.7821, 0.2854], [-0.9859, 1.3138, -2.3063], [0.1454, -0.5986, 1.2104], [0.3028, -1.3308, -0.2232], [0.7362, -0.0454, 1.3004], [2.2846, 1.4847, 0.7009], [-1.4253, -1.5941, 2.4899], [0.1139, -1.9250, 1.3742], [-4.3741, 0.3172, 0.1376], [0.4317, -0.2351, 1.0971], [0.5008, 1.5214, 0.0711], [-0.1268, -0.3819, 0.4257], [-0.6557, -1.1789, -0.3014], [0.0718, 1.7733, 0.7555], [0.0725, 0.7745, -1.0347], [-0.0924, 0.0331, -0.2748], [-2.4749, 0.7699, 0.4397], [0.2252, 0.2512, -0.5343], [0.0167, 2.2377, -1.9862], [3.3805, -1.8966, -1.6409]]}